104
Properties=species:S:1:pos:R:3:forces:R:3 method="wB97M-V/def2-TZVPD" total_energy_ev=-127622.4622 homo_energy_ha=-0.3327 gap_ev=0.943 max_force_ha_per_bohr=0.047 charge=+1 lumo_energy_ev=-8.11
C -3.3388 5.3315 -1.9520 -0.031 0.335 0.212
C -2.1854 6.2798 -1.5674 -0.318 -1.249 -0.433
O -1.1691 6.1176 -2.5150 0.018 -0.078 0.283
C 0.1906 6.1335 -2.0352 0.391 0.436 -0.495
C 0.9275 4.8649 -2.4770 -0.507 0.811 0.691
N 1.5217 4.1367 -1.3419 0.467 -0.948 -0.206
C 2.7923 3.4644 -1.6766 0.269 0.984 -1.236
C 3.9345 4.4167 -1.3043 -0.828 -0.408 1.586
C 5.2302 3.7705 -2.0447 1.322 -0.608 -0.997
C 4.1657 4.3421 0.1487 0.951 -0.350 -0.081
C 0.6458 3.3368 -0.6560 -0.533 0.444 0.136
N -0.1005 3.8370 0.2863 -0.262 0.526 -1.699
N 0.4962 1.9999 -0.8941 0.005 -0.112 0.470
O 0.7245 1.7432 -2.2584 0.259 -0.215 0.331
C -0.1684 0.7141 -2.7143 -0.462 -0.392 0.151
C -1.5249 1.2740 -3.0879 -0.041 0.170 -0.756
C -1.3722 2.4315 -4.0907 0.090 0.245 0.416
C -2.4837 0.2076 -3.6444 0.132 -0.693 0.544
C -2.8214 -0.8189 -2.5351 0.116 0.407 -0.232
C -1.9759 -0.4905 -4.9128 -0.023 0.444 -0.068
P 1.3197 0.8636 0.2203 1.443 -1.746 -0.854
O 0.2108 -0.1163 0.7702 -0.839 0.692 -0.215
O 1.7917 1.6227 1.4941 -0.207 0.401 -0.333
S 2.6629 -0.0940 -0.7205 0.155 0.022 -0.232
H -3.3087 4.5021 -1.2560 -0.151 -0.293 -0.101
H -3.2249 4.9529 -2.9637 0.114 -0.093 -0.130
H -4.3307 5.7853 -1.8697 -0.098 0.053 0.181
H -1.9050 6.0551 -0.5446 0.306 0.485 0.181
H -2.5175 7.3387 -1.6305 0.588 0.047 2.040
H 0.2490 6.2950 -0.9638 -0.198 -0.126 0.171
H 0.6716 6.9909 -2.4983 -0.004 0.190 -0.014
H 0.2178 4.2397 -3.0083 0.119 -0.189 -0.255
H 1.7222 5.1800 -3.1398 0.247 -0.309 -0.096
H 2.8271 3.2665 -2.7461 -0.156 -0.320 -0.097
H 2.9389 2.5232 -1.1587 -0.160 -0.111 0.066
H 3.7479 5.4328 -1.6362 0.391 0.135 -0.257
H 5.3072 4.1829 -3.0498 -0.358 0.104 -0.114
H 6.1152 4.0262 -1.4358 -0.190 0.342 0.377
H 5.1165 2.6955 -2.1053 -0.167 -0.138 0.145
H 4.3329 3.3102 0.4804 -0.131 -0.163 0.050
H 3.2680 4.7322 0.7304 0.151 0.836 0.122
H 5.0125 4.9267 0.4718 0.026 0.171 0.117
H -0.9555 3.3692 0.5309 0.187 -0.172 0.687
H 0.1839 4.6453 0.8314 -0.074 -0.054 0.239
H -0.2623 -0.0558 -1.9503 0.174 -0.139 0.080
H 0.3707 0.2553 -3.5773 -0.167 0.303 0.274
H -1.9932 1.6295 -2.1635 -0.018 0.196 0.080
H -1.9749 2.2861 -4.9801 -0.067 -0.040 -0.127
H -0.3387 2.5707 -4.3947 0.127 -0.160 -0.212
H -1.6753 3.3690 -3.6265 -0.152 0.182 -0.046
H -3.4103 0.7138 -3.9097 -0.079 0.223 0.081
H -2.3630 -1.7790 -2.7467 -0.008 -0.192 0.093
H -2.4519 -0.4754 -1.5702 -0.036 -0.044 0.205
H -3.8965 -0.9336 -2.4464 -0.121 -0.254 0.016
H -0.8939 -0.5160 -4.9770 0.156 -0.170 0.050
H -2.3492 -1.5070 -4.9693 -0.115 -0.113 -0.080
H -2.3094 0.0478 -5.7959 -0.040 -0.035 -0.193
H -0.6443 0.3405 0.7846 -0.157 -0.239 0.403
H 2.2892 2.4371 1.3387 0.059 0.096 0.459
Cl 0.1330 3.4663 2.7699 -0.403 0.344 1.059
C -2.1971 -2.2131 4.5834 -0.059 -0.123 -0.126
C -1.2975 -2.0041 3.3680 -0.009 0.092 0.004
C -2.1155 -2.6426 2.2542 0.007 -0.105 0.126
O -3.4912 -2.4668 2.6125 0.026 -0.068 0.088
C -3.5812 -2.0246 3.9720 0.054 0.119 -0.043
H -1.9994 -1.5271 5.4038 0.010 0.024 -0.004
H -2.0826 -3.2341 4.9612 0.007 0.012 0.033
H -1.1726 -0.9368 3.1781 0.042 0.014 0.032
H -0.3090 -2.4463 3.4721 0.020 0.006 -0.017
H -1.9124 -3.7171 2.1757 0.085 0.020 -0.053
H -1.9310 -2.1899 1.2799 -0.066 -0.033 -0.040
H -3.8729 -0.9703 3.9749 -0.010 0.002 0.080
H -4.3579 -2.5959 4.4845 -0.043 0.003 -0.051
C 4.3555 -6.3813 -0.1833 0.064 -0.057 0.011
C 3.0555 -6.2464 0.1089 0.150 -0.002 -0.043
C 2.2687 -5.0070 -0.2555 0.053 0.098 -0.047
O 1.0846 -5.0004 0.0475 0.004 -0.108 0.085
C 2.9514 -3.9273 -0.9201 -0.122 0.135 -0.059
C 4.2563 -4.0543 -1.2134 -0.196 -0.038 0.075
C 5.0392 -5.3041 -0.8703 -0.073 -0.148 0.094
O 6.2106 -5.3306 -1.1924 0.043 0.140 -0.057
O 4.9612 -3.1186 -1.8168 0.113 0.050 -0.044
O 2.3411 -7.1706 0.7347 -0.085 -0.055 0.054
H 4.9238 -7.2642 0.0722 -0.021 -0.017 0.003
H 2.3859 -3.0385 -1.1633 0.040 0.021 -0.015
H 5.8684 -3.4720 -1.9068 0.025 -0.027 -0.010
H 1.4402 -6.7982 0.8010 -0.034 0.035 -0.031
C -3.8839 -7.3054 7.7152 0.048 0.035 -0.027
C -2.5259 -6.9102 7.1854 -0.060 -0.016 -0.115
O -1.5066 -7.0452 7.8154 0.080 -0.006 0.053
N -2.4741 -6.3648 5.9120 -0.127 -0.238 0.184
C -3.5604 -6.1220 5.0150 0.601 0.588 0.648
H -3.7519 -7.7094 8.7128 0.048 -0.006 0.019
H -4.5477 -6.4415 7.7715 -0.043 -0.027 -0.035
H -4.3436 -8.0707 7.0872 -0.052 0.028 0.000
H -1.5415 -6.1188 5.6161 0.003 0.087 0.046
H -3.3652 -6.6841 4.0784 0.388 1.190 0.654
H -3.6093 -5.0639 4.7443 -0.193 -0.077 -0.257
H -4.5131 -6.4309 5.4400 -0.001 -0.048 -0.047
Mg -3.1997 7.7363 -3.1195 -0.548 0.502 -1.909
F 3.6059 6.3238 1.3056 -0.563 -0.306 -0.195
Cl 1.6187 0.3302 -5.0904 0.355 0.101 -0.380
Mg -4.0343 -7.9466 3.0965 -0.686 -1.430 -1.187
Cl 7.6383 3.2379 -2.5632 -0.435 0.163 0.059